(1)
Formula: C36H51F5N10O5S
Source: the OMol25 dataset
Level of theory: ωB97M-V/def2-TZVPD

ORCA input file:
```
! wB97M-V def2-TZVPD RIJCOSX def2/J DEFGRID3
* xyz 0 1
S 0.6592 2.1082 -1.7449
F -0.9635 -4.1917 3.9271
F 0.6826 -3.8879 2.5676
F 1.0956 -4.4563 4.6152
F -0.9388 -1.7662 4.4216
F 0.8172 -2.2430 5.6060
O -0.6125 0.1398 -0.2750
O -3.3128 2.9305 -0.9851
O -0.7665 1.9805 1.0831
O -2.7814 1.6360 -0.8140
O 6.4193 -3.3202 -2.5440
N 2.6951 1.1190 9.0532
N 4.0056 -9.0617 -6.8979
N -3.9140 5.5743 4.1666
N -7.0862 7.0952 6.6231
N 0.0655 1.8966 -4.6968
N -7.0865 4.5823 1.6365
N 5.2959 -3.5418 -5.4597
N -3.0453 -0.1729 -4.2857
N -6.6933 6.1845 -0.9172
N 2.6097 -2.0262 -2.3165
C 0.5991 -0.9698 2.0885
C 5.9850 -2.7409 -1.3755
C -6.3480 3.6949 -0.1925
C -2.6289 1.0275 -6.5649
C -7.3202 5.3149 4.1376
C -7.1891 4.9052 2.7374
C 1.0853 3.9795 -5.8997
C -6.4950 7.8580 6.0027
C 0.2867 -3.7160 3.8416
C -3.6447 4.5538 3.7150
C 0.5129 2.8102 -5.2293
C 4.3677 -2.0561 0.2395
C 6.9738 -2.2344 -0.5219
C 4.6302 -2.6401 -1.0112
C -2.0409 1.2056 -1.9530
C 1.2185 -1.3147 3.4610
C -2.8626 0.3539 -5.2883
C 0.1270 -1.7268 -1.9989
C 0.9785 0.4531 1.5627
C 6.6907 -1.6273 0.6940
C 3.5089 -3.1394 -1.9322
C -5.7437 8.8267 5.2038
C 0.3421 -2.2155 4.3220
C 5.1671 -4.6749 -5.3346
C 5.0037 -6.1186 -5.1687
C 4.1780 -9.8674 -4.4188
C -0.2215 0.9645 0.7625
C 5.3476 -1.5555 1.0894
C -0.1911 -0.3554 -2.6181
C 4.0808 -9.4170 -5.8098
C 1.5239 -1.8053 -1.3421
C 2.1027 0.1369 9.0699
C 1.3470 -1.1175 9.0911
C -6.5458 5.0908 -0.5991
C -3.3036 3.2510 3.1384
C -0.5910 0.7619 -1.5738
H 1.2329 -1.4642 10.1165
H -5.7744 8.5415 4.1531
H -2.6288 2.7163 3.8041
H -2.0585 1.9596 -2.7496
H -6.1798 9.8176 5.3181
H 2.1330 -1.9048 3.2713
H 5.6677 -6.4744 -4.3819
H 1.5784 3.6727 -6.8203
H 3.9997 -3.4388 -2.8697
H 3.9741 -6.3454 -4.8970
H 2.9173 -3.9534 -1.5030
H 4.1931 -10.9550 -4.3831
H 5.0922 -9.4841 -3.9686
H -0.9404 -0.4634 -3.4032
H -7.7804 6.2974 4.1913
H 0.3613 -0.9630 8.6560
H 3.3271 -1.9907 0.5669
H 5.9867 -2.9311 -3.3189
H 1.6997 -0.8340 -0.8482
H -0.0318 3.1577 -2.2429
H 1.5207 -2.5631 -0.5458
H -7.9427 4.6022 4.6759
H -5.6897 3.6267 0.6537
H 1.1901 1.1211 2.4027
H 5.2459 -6.6296 -6.0989
H 0.7229 -0.0305 -3.1321
H 0.7703 -1.7448 1.3349
H -4.2077 2.6604 2.9980
H -1.7088 0.6568 -7.0128
H 1.8141 4.4591 -5.2482
H 7.4618 -1.2107 1.3397
H 1.8739 -1.8762 8.5153
H 5.0302 -1.1239 2.0378
H 8.0121 -2.3178 -0.8497
H 0.1588 -2.4440 -2.8383
H 1.8497 0.3439 0.9011
H -7.2896 3.2187 0.0343
H -6.3400 5.3553 4.6060
H 0.2971 4.6918 -6.1376
H -0.6578 -2.1120 -1.3321
H 3.3224 -9.5047 -3.8519
H 3.1399 -1.1644 -2.3532
H -3.4598 0.8349 -7.2416
H -2.5868 0.3293 -2.3618
H -2.8154 3.3877 2.1745
H -2.5398 2.1002 -6.4044
H -5.8773 3.1556 -1.0312
H 1.5372 -0.4378 4.0389
H -2.5468 3.5256 -0.9245
H -0.4957 -0.9553 2.2324
H -4.7073 8.8510 5.5343
*
```

Results
orbital gap	8.68	eV
LUMO	0.07	eV
calculated total energy	-87712.8928	eV

Atomic partial charges in e from the Mulliken method, atoms 1 to 99: number 1, S, carries -0.282; number 2, F, carries -0.273; number 3, F, carries -0.204; number 4, F, carries -0.266; number 5, F, carries -0.331; number 6, F, carries -0.326; number 7, O, carries -0.201; number 8, O, carries -0.317; number 9, O, carries -0.556; number 10, O, carries -0.268; number 11, O, carries -0.627; number 12, N, carries -0.356; number 13, N, carries -0.414; number 14, N, carries -0.411; number 15, N, carries -0.419; number 16, N, carries -0.301; number 17, N, carries -0.358; number 18, N, carries -0.509; number 19, N, carries -0.518; number 20, N, carries -0.495; number 21, N, carries -0.286; number 22, C, carries -0.293; number 23, C, carries 0.621; number 24, C, carries -0.289; number 25, C, carries -0.997; number 26, C, carries -0.853; number 27, C, carries 0.350; number 28, C, carries -1.011; number 29, C, carries 0.377; number 30, C, carries 0.566; number 31, C, carries 0.350; number 32, C, carries 0.434; number 33, C, carries 0.120; number 34, C, carries -0.447; number 35, C, carries -0.039; number 36, C, carries -1.265; number 37, C, carries -1.310; number 38, C, carries 0.490; number 39, C, carries -1.568; number 40, C, carries -0.422; number 41, C, carries -0.605; number 42, C, carries -0.253; number 43, C, carries -0.801; number 44, C, carries 0.890; number 45, C, carries 0.308; number 46, C, carries -0.837; number 47, C, carries -0.804; number 48, C, carries 0.164; number 49, C, carries -0.628; number 50, C, carries -1.085; number 51, C, carries 0.396; number 52, C, carries -0.195; number 53, C, carries 0.291; number 54, C, carries -0.674; number 55, C, carries 0.341; number 56, C, carries -0.670; number 57, C, carries 1.706; number 58, H, carries 0.299; number 59, H, carries 0.268; number 60, H, carries 0.366; number 61, H, carries 0.397; number 62, H, carries 0.337; number 63, H, carries 0.234; number 64, H, carries 0.303; number 65, H, carries 0.310; number 66, H, carries -0.272; number 67, H, carries 0.279; number 68, H, carries 0.391; number 69, H, carries 0.328; number 70, H, carries 0.261; number 71, H, carries 0.171; number 72, H, carries 0.237; number 73, H, carries 0.240; number 74, H, carries 0.292; number 75, H, carries 0.288; number 76, H, carries -0.048; number 77, H, carries 0.138; number 78, H, carries 0.603; number 79, H, carries 0.309; number 80, H, carries -0.101; number 81, H, carries 0.633; number 82, H, carries 0.442; number 83, H, carries 0.468; number 84, H, carries 0.080; number 85, H, carries 0.291; number 86, H, carries 0.286; number 87, H, carries 0.288; number 88, H, carries 0.369; number 89, H, carries 0.211; number 90, H, carries 0.416; number 91, H, carries 0.393; number 92, H, carries 0.428; number 93, H, carries 0.078; number 94, H, carries 0.353; number 95, H, carries 0.152; number 96, H, carries 0.289; number 97, H, carries 0.418; number 98, H, carries 0.271; number 99, H, carries 0.378

=====

(2)
Formula: C24H30BLaN9O2S5Sb
Source: the OMol25 dataset
Level of theory: ωB97M-V/def2-TZVPD

ORCA input file:
```
! wB97M-V def2-TZVPD RIJCOSX def2/J DEFGRID3
* xyz -1 2
La -0.1545 0.3810 -0.4941
Sb -1.2720 2.2043 -3.5024
S 0.9002 1.9660 -2.6895
S 3.6965 3.3526 0.7813
S -1.5400 1.7551 -5.7188
S -2.4996 0.8084 -2.0617
S 0.2428 3.1467 1.3016
O -1.0289 2.4272 1.1425
O 0.6742 3.5351 2.6189
N 3.0423 1.1060 -0.2701
N -2.0592 -1.0463 0.7916
N -0.0467 7.9958 -2.0903
N 1.2062 2.1462 0.5853
N 0.5924 -2.5941 1.3839
N -0.0800 -1.9998 -1.6607
N 0.8942 -1.2619 1.4660
N -0.3301 -3.1394 -0.9504
N -1.9041 -2.3955 0.9353
C 1.8346 -1.1478 2.4036
C -0.8587 5.7956 -1.4948
C 0.0137 6.8619 -1.2789
C 4.9334 2.3964 0.0587
C 2.1736 -2.4105 2.9036
C -0.8116 4.6757 -0.6904
C 2.5419 2.1464 0.3493
C -3.0242 -2.9306 1.4606
C 1.3629 -3.2988 2.2330
C 0.2287 -1.3844 -4.0520
C 4.3939 1.2556 -0.4340
C 0.9537 5.6809 0.6009
C -3.1857 -4.3853 1.7535
C 2.4034 0.1485 2.8769
C -3.2726 -0.7467 1.2391
C 0.1015 4.6118 0.3557
C -3.9239 -1.9081 1.6734
C 0.0235 -2.3551 -2.9393
C -0.1539 -3.7369 -3.0643
C 1.2839 -4.7825 2.3804
C 0.9108 6.7987 -0.2123
C -3.8155 0.6440 1.2385
C -0.6374 -5.5964 -1.3366
C -0.3748 -4.1962 -1.7825
B -0.6009 -3.1389 0.5689
H -3.0793 -4.9969 0.8571
H 5.9616 2.7139 0.0306
H 2.6998 0.0432 3.9216
H 0.5590 -1.9193 -4.9422
H -3.0430 1.3832 1.4385
H 1.6846 0.9621 2.8200
H -1.5674 5.8352 -2.3139
H 3.2879 0.4324 2.3060
H 4.9517 0.4823 -0.9417
H 1.4508 -5.2924 1.4310
H -0.7030 -0.8672 -4.2937
H 2.8968 -2.6384 3.6691
H -0.4199 7.8228 -3.0110
H 0.3128 -5.1032 2.7585
H -4.1805 -4.5592 2.1629
H 1.5770 7.6320 -0.0207
H -4.2541 0.8909 0.2710
H -0.5915 -6.2576 -2.2017
H -1.4872 3.8492 -0.8712
H -0.1274 -4.3160 -3.9720
H 1.6442 5.6458 1.4329
H 0.0961 -5.9406 -0.6068
H 0.9585 -0.6115 -3.8160
H -4.5866 0.7319 2.0053
H -1.6238 -5.7025 -0.8841
H -2.4520 -4.7390 2.4790
H -4.9147 -1.9880 2.0886
H 2.0509 -5.1123 3.0810
H 0.8137 8.5180 -2.1419
H -0.7488 -4.2833 0.8843
*
```

Results
orbital gap (alpha / beta)	6.44 / 6.45	eV
energy relative to the best compared isomer or geometry (same formula, charge and spin)	0.00	kcal/mol
LUMO (alpha / beta)	2.27 / 1.44	eV
calculated total energy	-105141.8406	eV

Now the Mulliken charges, all in e: number 1, La, carries 1.799; number 2, Sb, carries 0.386; number 3, S, carries -0.651; number 4, S, carries -0.108; number 5, S, carries -0.617; number 6, S, carries -0.623; number 7, S, carries 0.782; number 8, O, carries -0.575; number 9, O, carries -0.731; number 10, N, carries -0.098; number 11, N, carries 0.142; number 12, N, carries -0.605; number 13, N, carries 0.320; number 14, N, carries 0.365; number 15, N, carries -0.222; number 16, N, carries 0.313; number 17, N, carries 0.745; number 18, N, carries 0.460; number 19, C, carries 0.522; number 20, C, carries -0.972; number 21, C, carries 1.158; number 22, C, carries -0.233; number 23, C, carries -1.509; number 24, C, carries -0.522; number 25, C, carries 0.145; number 26, C, carries 1.071; number 27, C, carries 1.020; number 28, C, carries -1.277; number 29, C, carries -0.939; number 30, C, carries -0.427; number 31, C, carries -1.224; number 32, C, carries -1.268; number 33, C, carries 0.552; number 34, C, carries -0.459; number 35, C, carries -1.531; number 36, C, carries 0.549; number 37, C, carries -1.395; number 38, C, carries -1.278; number 39, C, carries -0.779; number 40, C, carries -1.300; number 41, C, carries -1.204; number 42, C, carries 1.118; number 43, B, carries -0.454; number 44, H, carries 0.150; number 45, H, carries 0.424; number 46, H, carries 0.418; number 47, H, carries 0.348; number 48, H, carries 0.125; number 49, H, carries 0.162; number 50, H, carries 0.335; number 51, H, carries 0.120; number 52, H, carries 0.363; number 53, H, carries 0.199; number 54, H, carries 0.094; number 55, H, carries 0.455; number 56, H, carries 0.240; number 57, H, carries 0.204; number 58, H, carries 0.343; number 59, H, carries 0.295; number 60, H, carries 0.248; number 61, H, carries 0.340; number 62, H, carries 0.738; number 63, H, carries 0.444; number 64, H, carries 0.541; number 65, H, carries 0.178; number 66, H, carries 0.299; number 67, H, carries 0.362; number 68, H, carries 0.155; number 69, H, carries 0.216; number 70, H, carries 0.451; number 71, H, carries 0.337; number 72, H, carries 0.224; number 73, H, carries -0.256

=====

(3)
Formula: C5H10N2S2
Source: the OMol25 dataset
Level of theory: ωB97M-V/def2-TZVPD

ORCA input file:
```
! wB97M-V def2-TZVPD RIJCOSX def2/J DEFGRID3
* xyz 0 1
S -1.4929 -2.3504 -0.1160
S -0.2860 0.2934 1.0777
N 1.0507 0.2658 -1.7220
N 0.2950 -0.8553 -1.3700
C 1.0899 1.0277 0.5587
C -3.1715 -1.8407 0.4441
C 2.3483 1.0731 1.4241
C -0.8482 -0.7294 -0.7824
C 1.1083 1.4924 -0.8125
H 2.8949 0.1647 1.4252
H 1.9060 -0.0801 -2.0571
H 0.1502 2.0667 -1.1393
H -3.6668 -2.8961 0.6879
H -3.1742 -1.2002 1.3226
H -1.6568 -0.0836 -0.9927
H 2.0292 1.2019 2.4577
H 3.0599 1.9434 1.2763
H -3.6705 -1.4724 -0.4882
H 2.0343 1.9792 -1.1939
*
```

Results
orbital gap (alpha / beta)	6.90 / 6.90	eV
energy relative to the best compared isomer or geometry (same formula, charge and spin)	91.71	kcal/mol
LUMO (alpha / beta)	-0.27 / -0.28	eV
calculated total energy	-29993.8238	eV

Now the Mulliken charges, all in e: number 1, S, carries -0.024; number 2, S, carries -0.172; number 3, N, carries -0.182; number 4, N, carries -0.495; number 5, C, carries 0.648; number 6, C, carries -0.772; number 7, C, carries -1.181; number 8, C, carries -0.201; number 9, C, carries -0.688; number 10, H, carries 0.301; number 11, H, carries 0.268; number 12, H, carries 0.225; number 13, H, carries 0.280; number 14, H, carries 0.267; number 15, H, carries 0.414; number 16, H, carries 0.340; number 17, H, carries 0.319; number 18, H, carries 0.288; number 19, H, carries 0.366